[1]
The following is a quantum chemistry calculation of C33H55IrN6O3PS as an isolated structure at a distorted geometry, from the OMol25 dataset.

Computed properties:
2S+1   2
HOMO (alpha / beta)   -13.41 / -13.27 eV
HOMO-LUMO gap (alpha / beta)   6.6 / 6.5 eV
Charge   +2

XYZ file:
```
100
Properties=species:S:1:pos:R:3:forces:R:3:lowdin_spin:R:1
Ir -0.0271 0.2798 0.0466 -0.621 0.389 0.700 0.198
C 3.6883 -1.6709 0.9488 0.043 0.036 -0.059 -0.006
C 2.2826 -1.2200 0.7704 -0.072 -0.095 -0.140 -0.038
N 1.9483 0.0158 0.5639 0.000 0.018 0.768 0.006
O 2.9944 0.9108 0.6249 0.039 0.095 -0.155 0.014
C 1.1648 -2.1537 0.8831 0.302 0.331 0.203 0.005
C 1.3453 -3.6199 1.0563 0.001 -0.019 0.197 0.002
N -0.0101 -1.5749 0.8859 -0.343 -0.398 -0.727 -0.015
O -1.0745 -2.2351 1.1538 0.047 0.485 0.363 -0.020
H 4.3890 -0.9450 0.5486 0.004 -0.023 0.001 0.000
H 3.8333 -2.6327 0.4599 0.006 -0.008 0.021 -0.001
H 3.9035 -1.8036 2.0121 -0.023 -0.004 0.003 -0.003
H 2.6193 1.7671 0.3789 0.041 -0.025 -0.038 0.000
H 2.0750 -3.8560 1.8308 -0.001 0.019 0.010 0.000
H 1.7067 -4.0518 0.1196 -0.015 -0.040 0.015 0.001
H 0.3953 -4.0767 1.3180 0.012 -0.002 -0.031 0.000
C -2.5696 -3.4011 -1.3326 -0.044 -0.033 0.038 0.001
C -2.2051 -2.4543 -2.4869 0.029 0.067 0.045 0.028
C -2.9323 -2.9048 -3.7613 0.002 -0.040 0.000 0.005
C -0.6858 -2.5647 -2.6935 -0.001 0.000 -0.028 -0.002
P -2.6892 -0.6963 -2.0291 -0.069 0.076 0.539 0.093
N -1.4878 -0.1302 -1.0482 -0.050 0.005 -0.876 0.739
C -2.6579 0.4903 -3.4867 0.039 -0.114 0.111 0.029
C -3.8596 0.3131 -4.4220 -0.001 0.001 -0.028 0.006
C -1.3648 0.2358 -4.2768 -0.049 0.062 -0.051 0.000
C -2.6462 1.9438 -2.9691 0.017 0.008 -0.047 0.009
C -4.3136 -0.6519 -1.1033 0.064 -0.033 -0.142 0.008
C -4.7719 0.8052 -0.9514 -0.008 -0.012 0.003 0.002
C -5.4164 -1.4302 -1.8388 -0.036 -0.007 0.040 0.001
C -4.0885 -1.2334 0.3147 -0.032 0.025 0.052 0.003
H -2.2631 -4.4040 -1.6353 -0.010 -0.008 -0.022 0.000
H -3.6358 -3.4404 -1.1266 0.003 -0.012 -0.032 0.000
H -2.0440 -3.1514 -0.4117 -0.040 -0.043 -0.128 0.001
H -2.7131 -3.9646 -3.9046 0.006 0.003 -0.002 0.002
H -2.5875 -2.3826 -4.6510 -0.003 0.002 -0.007 0.000
H -4.0142 -2.8060 -3.6923 0.003 -0.010 0.000 0.000
H -0.4411 -3.6272 -2.7406 -0.006 -0.001 -0.023 0.000
H -0.1276 -2.1311 -1.8638 -0.004 -0.068 0.014 -0.004
H -0.3424 -2.1112 -3.6190 0.002 0.030 0.005 0.000
H -3.9393 -0.6895 -4.8348 -0.004 -0.003 -0.005 0.000
H -3.7297 1.0021 -5.2597 0.005 0.002 0.004 0.002
H -4.7995 0.5706 -3.9390 -0.006 0.007 0.002 0.000
H -1.3754 -0.7183 -4.7968 0.000 -0.002 0.002 0.000
H -0.4764 0.2747 -3.6465 -0.005 -0.076 -0.019 -0.001
H -1.2787 1.0133 -5.0383 0.001 0.002 0.004 0.000
H -3.6476 2.3363 -2.8290 -0.022 -0.005 0.003 0.000
H -2.1615 2.5693 -3.7215 0.002 0.004 0.006 0.000
H -2.1081 2.0614 -2.0309 0.034 0.014 0.037 0.005
H -5.0623 1.2577 -1.8954 -0.024 0.006 -0.013 0.000
H -4.0155 1.4235 -0.4654 0.013 0.016 -0.010 0.002
H -5.6578 0.7981 -0.3138 0.016 0.007 0.015 0.000
H -5.5746 -1.0906 -2.8605 -0.007 0.017 -0.002 0.000
H -6.3496 -1.2708 -1.2949 0.001 -0.005 0.000 0.001
H -5.2358 -2.5023 -1.8550 0.000 0.010 -0.010 0.000
H -3.0584 -1.5037 0.5302 0.035 0.002 -0.002 0.002
H -4.7025 -2.1203 0.4671 0.013 -0.001 0.000 0.000
H -4.3834 -0.4918 1.0585 -0.036 -0.007 0.003 0.000
C -4.9738 2.9541 3.9487 -0.022 0.002 0.040 0.000
C -4.6824 1.6234 4.6334 0.030 0.042 -0.037 0.000
C -3.2325 1.4640 5.0806 -0.062 -0.019 0.013 -0.001
N -2.2940 1.7048 3.9700 -0.120 -0.073 -0.149 -0.002
C -1.8498 0.8082 3.1011 0.221 0.370 -0.106 -0.013
S -1.4789 1.4642 1.5294 0.370 -0.280 -0.056 -0.060
N -1.7514 -0.4742 3.4030 0.339 -0.939 -0.858 -0.001
C -1.5051 -1.0413 4.7109 0.081 -0.206 0.208 0.000
O -2.0574 -2.0594 5.0067 0.000 0.091 -0.034 0.000
C -0.4905 -0.3460 5.5413 -0.048 0.016 -0.009 0.000
C 0.5889 0.3172 4.9616 -0.024 0.034 0.008 0.000
C 1.5547 0.8933 5.7701 -0.002 0.006 -0.020 0.000
C 1.4327 0.8236 7.1522 0.005 -0.004 0.003 0.000
C 0.3574 0.1615 7.7299 -0.007 -0.008 -0.006 0.000
C -0.5995 -0.4354 6.9260 0.022 -0.035 0.020 0.000
H -6.0398 3.0566 3.7530 0.004 -0.003 -0.010 0.000
H -4.4643 3.0422 2.9858 0.003 0.006 0.001 0.000
H -4.6782 3.7982 4.5758 0.013 0.001 -0.004 0.000
H -4.9427 0.7909 3.9739 -0.011 0.003 0.005 0.000
H -5.3033 1.5251 5.5255 -0.001 -0.045 -0.005 0.000
H -3.0730 0.4686 5.4811 0.004 0.033 0.050 0.000
H -2.9770 2.1768 5.8648 0.013 0.001 -0.005 0.000
H -2.2730 2.6593 3.6375 0.107 0.002 0.043 -0.001
H -1.6436 -1.1616 2.6159 -0.183 0.426 0.401 -0.001
H 0.6901 0.3553 3.8818 0.004 0.022 0.002 0.000
H 2.4067 1.3921 5.3273 -0.003 -0.001 0.000 0.000
H 2.1850 1.2795 7.7820 -0.001 0.000 0.000 0.000
H 0.2719 0.1007 8.8061 -0.001 0.004 -0.001 0.000
H -1.4299 -0.9775 7.3600 -0.002 -0.003 -0.006 0.000
C 1.8251 6.1538 -1.8372 -0.021 0.006 0.008 0.000
C 1.3435 4.8002 -1.4254 0.011 0.006 -0.006 0.000
C 0.9008 3.8620 -2.3515 -0.001 -0.014 0.012 0.001
C 0.4598 2.6248 -1.9299 0.062 -0.081 -0.001 -0.003
N 0.4185 2.2670 -0.6386 0.057 -0.072 -0.028 0.007
C 0.8474 3.1693 0.2703 -0.103 0.096 -0.089 0.001
C 1.3088 4.4165 -0.0834 0.012 0.001 0.010 -0.001
H 2.1141 6.1729 -2.8856 0.002 0.003 0.001 0.000
H 2.6703 6.4704 -1.2280 0.003 0.001 -0.005 0.000
H 1.0272 6.8859 -1.6938 0.000 0.001 -0.003 0.000
H 0.9071 4.0850 -3.4100 0.010 -0.011 -0.002 0.000
H 0.1376 1.8808 -2.6401 -0.005 -0.005 -0.011 -0.002
H 0.8032 2.8663 1.3072 -0.015 -0.008 0.016 0.000
H 1.6410 5.0938 0.6922 0.013 -0.010 0.004 0.000
```
Positions in Å, forces in eV/Å.

[2]
The following is a quantum chemistry calculation of C31H48AsF14O9S6 as an isolated structure at a distorted geometry, from the OMol25 dataset.

Computed properties:
HOMO   -6.07 eV
HOMO-LUMO gap   6.1 eV
Charge   -1

XYZ file:
```
109
Properties=species:S:1:pos:R:3:forces:R:3:mulliken_charge:R:1
As -1.7143 -0.2062 -0.1935 -0.445 0.404 0.020 2.130
F -2.6260 -1.5674 0.6319 0.758 1.826 -0.804 -0.554
F -2.3634 -0.8022 -1.7395 0.178 0.588 0.985 -0.312
F -0.8475 1.1022 -1.1580 -0.824 -1.624 1.480 -0.520
F -1.0048 0.2479 1.3862 -0.699 -0.064 -1.534 -0.466
F -0.3736 -1.3335 -0.4041 -0.368 0.694 0.065 -0.458
F -3.0756 1.0078 0.0067 1.600 -1.826 -0.145 -0.525
C 3.4918 3.7453 -3.3126 -1.881 -1.519 -0.374 -0.983
C 4.6265 2.9940 -3.9432 -1.546 0.465 -0.791 1.053
C 4.8423 3.1794 -5.4770 1.978 -0.915 -0.592 0.035
F 3.9091 2.6563 -6.2909 -0.965 0.575 0.486 -0.243
F 5.1886 4.4392 -5.9496 -0.762 -1.066 1.130 -0.290
F 5.7782 3.3387 -3.3516 0.637 -0.312 0.105 -0.296
F 4.3858 1.6445 -3.7848 0.737 0.958 -0.387 -0.250
O 3.2177 2.9943 -2.1166 -0.812 1.919 0.810 -0.403
C 1.8967 3.1354 -1.5589 1.494 1.037 -3.820 0.879
C 1.7209 4.6099 -1.0854 1.084 0.018 1.395 0.169
F 1.4809 5.3824 -2.1500 -0.341 0.229 -0.440 -0.228
F 0.8199 4.8606 -0.1162 -1.287 -0.623 -0.299 -0.262
F 0.9911 2.8007 -2.5495 0.371 0.626 0.867 -0.310
F 1.8904 2.2402 -0.6759 -0.746 -1.615 2.815 -0.197
H 2.5916 3.5567 -3.8976 0.161 0.133 -0.717 0.378
H 3.5850 4.8313 -3.3149 0.597 -0.063 0.777 0.442
H 5.6823 2.4967 -5.6053 0.632 0.402 -0.280 0.259
H 2.6189 4.9484 -0.5685 0.705 -0.294 -0.684 0.276
C -2.4844 -1.6091 3.9294 -0.549 -0.470 0.163 -0.762
S -1.7397 -3.1564 4.5745 -0.934 0.155 0.694 0.543
O -2.7770 -3.6499 5.5780 1.085 0.150 -1.270 -0.702
C -1.7639 -4.2080 3.0740 -0.954 -0.123 0.228 -0.688
H -1.7986 -0.9083 3.4533 0.072 -0.325 -0.120 0.151
H -2.9419 -1.1539 4.8077 0.376 -0.018 0.218 0.448
H -3.3382 -1.8620 3.3008 0.250 -0.040 -0.351 0.228
H -1.4986 -3.6386 2.1833 0.477 -0.014 0.157 -0.025
H -2.7646 -4.5953 2.8823 -0.363 0.370 0.263 0.420
H -1.1925 -5.1161 3.2665 0.523 0.389 -0.071 0.352
C -6.0461 -0.8018 -0.2740 1.256 0.614 -0.137 -0.207
S -6.2411 -2.5796 -0.5847 -1.132 -0.058 0.072 0.377
O -7.5457 -2.5018 -1.3686 1.418 -0.887 0.554 -0.625
C -4.8264 -2.9159 -1.7536 -0.431 1.044 0.089 -0.263
H -5.1260 -0.4038 0.1539 0.447 -0.757 0.153 0.115
H -6.8122 -0.4748 0.4292 -0.400 -0.389 -0.432 0.402
H -6.1006 -0.3166 -1.2485 -0.632 -0.109 0.021 -0.235
H -4.4974 -3.9220 -2.0139 -1.089 -0.403 0.387 0.416
H -3.9032 -2.4821 -1.3693 -0.317 0.638 -0.003 -0.137
H -5.2786 -2.4028 -2.6022 0.672 0.073 -0.472 0.070
C -0.0416 -1.9069 -3.6732 0.058 0.235 0.062 -0.825
S 1.7525 -1.9170 -4.2208 -1.384 -0.936 -1.954 0.636
O 2.2382 -3.3187 -4.1528 0.421 -0.345 1.203 -0.667
C 1.2696 -1.9715 -5.9876 -1.192 1.415 -1.316 -1.071
H -0.5839 -2.5644 -4.3527 0.148 -0.337 0.424 0.392
H -0.5782 -0.9583 -3.6876 0.613 0.538 -0.506 0.363
H -0.1555 -2.1393 -2.6143 0.458 -0.617 -0.088 0.072
H 0.3654 -2.5597 -6.1443 -0.292 0.125 0.733 0.308
H 1.8310 -2.3790 -6.8283 1.530 -0.205 1.011 0.378
H 1.0674 -0.9644 -6.3523 -0.359 0.298 0.211 0.371
C -1.7907 4.4139 -2.4230 2.104 0.843 -0.351 -0.722
S -3.0427 5.2595 -3.3602 -0.870 -3.127 -0.676 0.418
O -3.0312 4.6335 -4.7323 0.805 1.208 -0.295 -0.659
C -4.3546 4.2378 -2.7065 -1.716 0.857 1.684 -0.597
H -1.5320 4.9654 -1.5191 -0.308 -0.033 0.183 0.418
H -0.9574 4.6081 -3.0982 0.490 -0.077 0.074 0.238
H -1.7622 3.3383 -2.2487 -0.910 0.002 -0.139 0.166
H -5.1842 4.9333 -2.5797 -0.489 -0.287 -0.092 0.394
H -4.1701 3.8330 -1.7114 0.297 0.112 0.032 0.267
H -4.6655 3.4116 -3.3459 0.532 0.354 -0.395 0.044
C 2.3387 -4.4321 -1.4420 1.146 0.622 1.751 -0.719
S 1.5279 -5.3318 0.0383 0.748 0.798 0.561 0.483
O 2.5028 -6.3634 0.5367 -0.423 0.547 -0.688 -0.642
C 1.6384 -3.9865 1.3658 -0.153 -0.084 0.245 -0.838
H 2.0138 -3.4219 -1.6911 -1.162 -0.455 0.029 0.028
H 2.5577 -5.0119 -2.3387 -0.722 -0.301 0.337 0.394
H 3.3044 -4.1394 -1.0300 0.450 -0.518 0.217 0.341
H 2.6473 -3.6609 1.6191 0.287 0.367 -1.131 0.482
H 1.4041 -4.3239 2.3754 -0.554 -1.329 -0.255 0.448
H 0.8998 -3.1905 1.2711 0.344 0.269 -0.826 -0.017
C -6.1897 0.5819 -5.8557 -0.277 0.609 0.433 -1.060
S -6.0757 0.5896 -4.0394 -0.071 -0.932 0.596 0.432
O -6.8146 -0.6471 -3.5438 1.191 1.371 -0.774 -0.555
C -4.2500 0.3678 -3.8807 -0.110 -0.846 -0.585 -1.171
H -7.2404 0.8213 -6.0194 -0.174 -0.685 -0.097 0.365
H -5.8552 -0.3599 -6.2907 -0.138 0.112 0.026 0.304
H -5.7126 1.4680 -6.2745 0.607 -0.172 0.129 0.402
H -3.8076 0.8903 -4.7288 0.127 0.413 0.320 0.545
H -3.9654 -0.6769 -4.0060 -0.466 -0.292 -0.245 0.498
H -3.7977 0.5891 -2.9140 -0.522 0.674 -0.023 0.137
C 4.5163 0.3870 9.9745 1.784 2.221 0.744 -0.496
C 5.3713 1.3610 9.4903 -0.962 -0.291 -0.748 -0.310
C 5.3441 1.6142 8.1040 2.331 0.036 1.799 -0.771
C 4.7070 0.7633 7.2115 0.315 0.656 -0.059 0.564
C 3.8185 -0.1376 7.7439 -1.608 -1.110 0.359 0.541
C 3.6767 -0.1889 9.1037 -0.671 -2.737 1.632 -0.843
C 2.8957 -1.0137 6.9557 -2.464 -2.403 0.573 0.369
O 2.1061 -1.9101 7.4433 3.416 3.678 -1.576 -0.677
C 2.8778 -0.6889 5.5047 1.146 0.490 -0.948 0.520
C 1.9396 -1.2993 4.6701 -0.296 0.524 1.602 -0.858
C 1.8713 -0.9916 3.3614 -0.159 1.274 -2.909 0.098
C 2.6949 -0.0074 2.7375 -0.940 -1.633 1.674 -1.135
C 3.5787 0.6157 3.5798 0.377 1.216 -1.187 -0.394
C 3.7695 0.2857 4.9025 0.129 -1.188 1.919 0.074
C 4.8666 0.9529 5.7530 -0.463 2.966 -1.188 0.364
O 5.6245 1.8643 5.3459 -1.577 -2.739 0.332 -0.645
H 4.5879 0.2048 11.0366 -0.594 -0.413 0.051 0.395
H 5.9610 1.8552 10.2482 0.412 0.533 -0.571 0.396
H 6.1066 2.3367 7.8530 -0.344 0.176 -1.020 0.375
H 3.1109 -0.9292 9.6498 -0.989 -0.326 -1.008 0.347
H 1.0926 -1.8259 5.0843 0.337 -0.548 0.312 0.393
H 1.0258 -1.3681 2.8050 0.050 -0.258 -0.265 0.617
H 2.6215 0.2975 1.7040 -0.308 -0.121 0.021 0.706
H 3.9983 1.5011 3.1255 0.982 0.014 0.428 0.389
```
Positions in Å, forces in eV/Å.